1.
Molecular formula: C52H55AsGaN6O2P2
Method: DFT, wB97M-V/def2-TZVPD

The geometry in XYZ format:
```
119
Properties=species:S:1:pos:R:3
Ga 3.016 2.545 19.688
C -0.897 3.931 28.648
C -1.429 3.604 27.227
C -2.955 3.538 27.190
C -1.017 4.767 26.346
C -1.426 6.080 26.644
C -1.204 7.125 25.772
C -0.370 6.894 24.650
C 0.244 5.676 24.451
P 1.435 5.445 23.027
C 2.728 6.682 23.371
C 2.518 8.054 23.443
C 3.613 8.932 23.639
C 4.927 8.446 23.924
C 5.093 7.064 23.958
C 4.042 6.206 23.683
C 0.457 6.179 21.710
C -0.915 5.873 21.530
C -1.532 6.390 20.387
C -0.815 7.155 19.463
C 0.496 7.456 19.659
C 1.136 6.929 20.773
C -0.107 4.607 25.263
O 0.509 3.441 25.072
C 0.072 2.296 25.687
C 0.606 1.022 25.182
C 0.073 -0.155 25.748
C -0.907 -0.155 26.741
C -1.318 1.022 27.260
C -0.867 2.284 26.711
P 1.837 0.892 23.807
C 0.883 -0.243 22.720
C -0.345 0.261 22.359
C -1.268 -0.551 21.646
C -0.852 -1.782 21.213
C 0.400 -2.317 21.624
C 1.254 -1.567 22.390
C 3.112 -0.207 24.459
C 3.276 -0.662 25.775
C 4.040 -1.808 26.042
C 4.838 -2.350 25.052
C 5.015 -1.637 23.828
C 4.151 -0.566 23.536
H -1.561 4.759 29.031
H 0.151 4.290 28.591
H -0.983 3.045 29.336
H -3.365 4.589 27.330
H -3.416 2.857 27.938
H -3.294 3.365 26.144
H -2.001 6.241 27.554
H -1.681 8.112 25.987
H -0.135 7.727 23.961
H 1.533 8.527 23.204
H 3.473 9.980 23.658
H 5.721 9.178 24.094
H 6.024 6.610 24.241
H 4.196 5.144 23.682
H -1.473 5.372 22.278
H -2.601 6.258 20.223
H -1.367 7.510 18.589
H 1.038 8.081 18.948
H 2.224 7.011 20.909
H 0.361 -1.181 25.424
H -1.300 -1.128 27.060
H -1.995 1.034 28.118
H -0.675 1.301 22.563
H -2.206 -0.086 21.371
H -1.425 -2.481 20.635
H 0.655 -3.299 21.335
H 2.111 -2.035 22.923
H 2.712 -0.241 26.629
H 3.990 -2.288 27.026
H 5.460 -3.195 25.286
H 5.766 -1.987 23.130
H 4.221 0.044 22.622
C 4.856 -1.064 19.089
C 4.179 0.164 18.617
O 3.345 0.717 19.445
N 4.544 0.751 17.461
C 4.023 2.032 16.899
C 4.649 3.287 17.509
C 5.563 4.080 16.827
C 6.169 5.175 17.416
C 5.803 5.467 18.768
C 4.926 4.666 19.444
N 4.321 3.622 18.823
H 5.701 -0.724 19.758
H 5.405 -1.621 18.303
H 4.222 -1.752 19.631
H 5.196 0.209 16.856
H 2.908 1.979 17.032
H 4.244 2.044 15.810
H 5.808 3.795 15.812
H 6.925 5.744 16.870
H 6.262 6.372 19.298
H 4.592 4.900 20.432
C 8.634 0.451 23.115
As 7.315 1.934 23.209
C 8.532 3.493 23.720
C 6.690 1.730 25.037
H 9.146 0.390 24.073
H 9.355 0.682 22.349
H 8.188 -0.475 22.853
H 8.903 3.226 24.725
H 7.842 4.404 23.863
H 9.307 3.654 22.943
H 7.510 1.536 25.708
H 6.044 0.875 25.101
H 6.152 2.653 25.391
N -3.072 1.893 19.079
C -2.010 2.096 18.297
N -1.860 1.332 17.205
N -1.023 2.878 18.773
C 0.202 2.655 18.788
N 1.393 2.750 18.791
H -3.947 1.513 18.746
H -3.163 2.467 19.905
H -2.610 0.721 16.891
H -1.086 1.456 16.614
```

Multiplicity = 1
ΔE to the lowest compared entry with this formula, charge and spin = 155.58 kcal per mole
Net charge = +3
Energy = -199618.734 eV
LUMO level (alpha / beta) = -0.3727 / -0.3676 hartree
Orbital gap (alpha / beta) = 3.425 / 3.558 eV

Results of the Löwdin charge analysis, in e, for atoms 1 through 6: 0.624, -0.004, -0.462, -0.029, -0.087, -0.021

=====

2.
Molecular formula: C52H56F4N4O3S2
Method: DFT, wB97M-V/def2-TZVPD

The geometry in XYZ format:
```
121
Properties=species:S:1:pos:R:3
C 2.675 -0.856 -1.946
C 3.064 0.610 -1.596
O 2.037 1.108 -0.731
C 2.464 2.307 -0.094
C 1.467 3.459 -0.328
C 1.116 3.389 -1.812
N 0.929 3.265 -2.957
O 1.942 4.715 0.061
C 2.922 5.274 -0.805
C 2.371 6.388 -1.739
C 2.758 6.117 -3.227
O 0.952 6.500 -1.681
C 0.067 3.248 0.461
C -0.937 2.686 -0.503
N -1.761 2.275 -1.211
C -0.499 4.664 0.836
C -2.012 4.615 1.243
N -2.789 5.294 0.196
C 0.225 2.387 1.739
C -0.065 0.868 1.585
C -1.528 0.434 1.969
S -1.600 -1.326 1.483
C -3.269 -1.956 1.215
S -3.650 -3.339 1.974
N -4.291 -1.395 0.363
C -3.977 -1.500 -1.044
C -4.948 -2.073 -1.855
C -4.787 -2.226 -3.214
C -3.596 -1.830 -3.809
C -2.622 -1.257 -3.016
C -2.810 -1.073 -1.655
C -4.729 -0.093 0.756
C -5.038 0.912 -0.150
C -5.487 2.113 0.358
C -5.627 2.376 1.707
C -5.335 1.351 2.598
C -4.893 0.135 2.122
H 3.507 -1.546 -1.777
H 2.279 -0.876 -2.968
H 1.855 -1.168 -1.283
H 3.091 1.261 -2.482
H 4.045 0.550 -1.094
H 3.413 2.589 -0.585
H 2.724 2.144 0.962
H 3.481 4.545 -1.406
H 3.666 5.759 -0.153
H 2.814 7.374 -1.511
H 2.795 7.059 -3.797
H 3.716 5.585 -3.308
H 2.001 5.495 -3.726
H 0.695 7.073 -2.412
H 0.063 5.054 1.691
H -0.473 5.342 -0.025
H -2.085 5.257 2.136
H -2.357 3.596 1.484
H -2.930 4.625 -0.558
H -3.695 5.563 0.560
H -0.524 2.765 2.458
H 1.189 2.549 2.237
H 0.576 0.302 2.279
H 0.095 0.490 0.568
H -2.207 1.087 1.399
H -1.716 0.586 3.041
H -5.895 -2.395 -1.416
H -5.608 -2.656 -3.788
H -3.446 -1.950 -4.881
H -1.694 -0.934 -3.484
H -2.026 -0.586 -1.083
H -4.938 0.793 -1.225
H -5.718 2.928 -0.331
H -5.955 3.348 2.074
H -5.460 1.540 3.663
H -4.662 -0.626 2.866
F 2.855 -0.524 1.449
C 3.161 -1.560 2.258
C 4.483 -1.793 2.578
C 4.801 -2.855 3.413
C 3.794 -3.674 3.909
C 2.469 -3.427 3.573
C 2.146 -2.360 2.746
H 5.254 -1.147 2.174
H 5.834 -3.043 3.677
H 4.042 -4.502 4.557
H 1.684 -4.068 3.955
H 1.118 -2.149 2.480
F 8.199 0.893 -1.546
C 8.517 -0.140 -0.744
C 9.843 -0.368 -0.432
C 10.169 -1.431 0.399
C 9.168 -2.256 0.898
C 7.841 -2.015 0.570
C 7.511 -0.947 -0.252
H 10.609 0.281 -0.836
H 11.203 -1.616 0.658
H 9.425 -3.086 1.543
H 7.061 -2.660 0.955
H 6.480 -0.738 -0.512
F -8.445 -2.679 -4.792
C -8.406 -1.334 -4.864
C -8.282 -0.600 -3.701
C -8.236 0.784 -3.774
C -8.325 1.417 -5.007
C -8.454 0.665 -6.167
C -8.489 -0.721 -6.098
H -8.223 -1.111 -2.748
H -8.131 1.368 -2.869
H -8.293 2.497 -5.062
H -8.527 1.158 -7.128
H -8.581 -1.324 -6.992
F 3.840 -6.354 5.304
C 2.892 -7.138 4.747
C 1.653 -7.225 5.348
C 0.678 -8.027 4.772
C 0.959 -8.737 3.612
C 2.213 -8.641 3.023
C 3.187 -7.832 3.591
H 1.456 -6.670 6.257
H -0.301 -8.099 5.228
H 0.198 -9.365 3.166
H 2.433 -9.197 2.121
H 4.167 -7.737 3.142
```

Multiplicity = 1
Energy = -99472.054 eV
LUMO level = -0.0149 hartree
Orbital gap = 7.616 eV

Results of the Löwdin charge analysis, in e, for atoms 1 through 6: -0.047, -0.239, -0.173, -0.132, -0.335, -0.129

=====

3.
Molecular formula: C52H56N5O4
Method: DFT, wB97M-V/def2-TZVPD

The geometry in XYZ format:
```
117
Properties=species:S:1:pos:R:3
C -5.976 0.543 -0.419
C -4.646 0.895 0.194
C -3.557 1.152 -0.647
C -2.297 1.472 -0.133
C -1.205 1.937 -1.039
C -2.122 1.356 1.255
N -0.804 1.205 1.782
C 0.053 0.213 1.445
C -0.272 -0.856 0.506
C -1.069 -1.997 0.933
C -1.140 -3.066 -0.104
C -2.011 -1.948 2.012
C -1.531 -1.757 3.314
C -2.390 -1.820 4.405
C -3.747 -2.072 4.215
C -4.227 -2.338 2.930
C -3.376 -2.297 1.833
O 0.156 -0.786 -0.670
N 1.309 0.621 1.736
C 2.528 0.193 1.130
C 2.895 -1.168 1.073
C 2.021 -2.311 1.471
C 4.195 -1.496 0.662
C 5.142 -0.510 0.387
C 6.581 -0.892 0.177
C 4.713 0.819 0.316
C 3.405 1.183 0.650
C 3.015 2.621 0.498
C 1.181 1.727 2.593
C -0.110 2.094 2.609
C -3.209 1.273 2.130
C -3.009 1.400 3.606
C -4.470 0.997 1.577
H -6.741 0.378 0.350
H -6.322 1.341 -1.095
H -5.899 -0.376 -1.019
H -3.696 1.116 -1.731
H -0.645 2.776 -0.607
H -0.502 1.137 -1.287
H -1.644 2.276 -1.986
H -1.782 -3.882 0.243
H -1.546 -2.661 -1.046
H -0.149 -3.483 -0.337
H -0.449 -1.665 3.413
H -2.004 -1.644 5.403
H -4.418 -2.089 5.074
H -5.283 -2.559 2.781
H -3.737 -2.497 0.820
H 2.643 -3.134 1.858
H 1.321 -2.047 2.274
H 1.461 -2.726 0.620
H 4.481 -2.550 0.624
H 7.229 -0.009 0.206
H 6.908 -1.585 0.965
H 6.736 -1.403 -0.785
H 5.417 1.601 0.015
H 3.721 3.099 -0.195
H 2.008 2.767 0.086
H 3.091 3.181 1.439
H 2.042 2.188 3.049
H -0.591 2.941 3.075
H -3.956 1.216 4.128
H -2.290 0.661 3.985
H -2.651 2.403 3.884
H -5.314 0.827 2.252
C 2.125 2.283 10.662
N 1.005 1.975 9.794
C -0.252 2.451 10.072
O -0.530 3.246 10.966
C -1.200 1.816 9.046
C -2.091 2.798 8.291
C -2.927 3.686 9.187
C -3.038 5.051 8.901
C -3.696 5.900 9.796
C -4.303 5.370 10.943
C -4.259 3.991 11.185
C -3.596 3.146 10.291
N -0.282 1.099 8.164
C -0.640 0.613 6.957
C -0.141 -0.586 6.415
C 0.473 -0.745 5.168
C 1.465 -1.793 5.022
C 2.722 -1.513 4.409
C 3.738 -2.450 4.415
C 3.496 -3.727 4.970
N 4.407 -4.787 4.706
O 4.232 -5.881 5.290
O 5.343 -4.592 3.893
C 2.279 -4.019 5.620
C 1.271 -3.072 5.624
C 1.000 0.861 8.851
C 2.214 0.909 7.915
C 0.971 -0.472 9.603
H 1.898 3.194 11.223
H 2.332 1.464 11.368
H 3.017 2.449 10.049
H -1.837 1.091 9.598
H -1.468 3.422 7.629
H -2.762 2.207 7.646
H -2.566 5.441 7.994
H -3.731 6.974 9.598
H -4.794 6.031 11.658
H -4.733 3.563 12.071
H -3.565 2.067 10.461
H -1.408 1.167 6.410
H -0.259 -1.485 7.037
H 0.471 0.082 4.451
H 2.879 -0.521 3.966
H 4.721 -2.247 3.992
H 2.168 -5.001 6.081
H 0.307 -3.310 6.088
H 2.222 1.853 7.359
H 3.142 0.824 8.494
H 2.164 0.077 7.208
H 0.067 -0.547 10.224
H 0.984 -1.300 8.886
H 1.852 -0.560 10.251
```

Multiplicity = 1
ΔE to the lowest compared entry with this formula, charge and spin = 0.00 kcal per mole
Net charge = +1
Energy = -70461.926 eV
LUMO level = -0.1897 hartree
Orbital gap = 3.065 eV

Results of the Löwdin charge analysis, in e, for atoms 1 through 6: -0.045, -0.252, 0.019, -0.174, -0.019, -0.123

=====

4.
Molecular formula: C52H58BaClN5O9S2
Method: DFT, wB97M-V/def2-TZVPD

The geometry in XYZ format:
```
128
Properties=species:S:1:pos:R:3
Ba -0.009 0.064 0.551
C 5.651 2.630 -1.427
C 5.583 1.125 -1.754
C 4.584 0.296 -0.958
C 4.736 -0.545 0.091
C 6.027 -0.873 0.750
C 6.647 -2.176 0.190
C 3.370 -1.002 0.509
C 3.126 -1.941 1.488
C 1.934 -2.681 1.773
C 1.829 -3.799 2.688
C 2.931 -4.300 3.598
C 4.128 -5.002 2.950
C 0.510 -4.264 2.583
C -0.102 -3.461 1.586
C -1.417 -3.658 1.078
C -1.976 -2.948 0.012
N -1.504 -1.775 -0.584
C -2.394 -1.463 -1.513
C -2.146 -0.408 -2.508
C -0.914 0.138 -2.867
N 0.267 -0.058 -2.158
C 1.205 0.660 -2.762
C 2.508 0.837 -2.372
C 3.116 0.229 -1.242
N 2.460 -0.453 -0.322
C 0.593 1.354 -3.973
C -0.728 1.047 -3.989
C -1.794 1.601 -4.891
C -2.175 2.997 -4.381
C 1.442 2.284 -4.842
C 2.243 1.385 -5.884
C -3.511 -2.334 -1.542
C -3.226 -3.288 -0.584
C -4.078 -4.481 -0.291
C -5.156 -4.175 0.716
C -4.479 -2.307 -2.615
C -3.826 -2.771 -3.905
N 0.745 -2.529 1.094
C -0.090 -5.415 3.251
C 0.354 -6.701 2.498
H 6.210 3.009 -2.238
H 6.118 2.828 -0.465
H 4.625 3.061 -1.420
H 6.559 0.633 -1.779
H 5.341 1.070 -2.811
H 5.908 -0.897 1.828
H 6.777 -0.071 0.546
H 5.923 -2.938 0.254
H 7.590 -2.480 0.616
H 6.793 -2.022 -0.882
H 3.970 -2.219 2.091
H 2.579 -5.090 4.284
H 3.338 -3.514 4.274
H 3.792 -5.908 2.346
H 4.764 -5.389 3.787
H 4.799 -4.339 2.345
H -2.089 -4.423 1.477
H -2.996 -0.139 -3.179
H 3.153 1.470 -3.027
H -2.648 0.934 -4.915
H -1.430 1.641 -5.977
H -2.807 2.824 -3.520
H -2.726 3.583 -5.097
H -1.321 3.543 -4.133
H 2.157 2.917 -4.219
H 0.830 2.965 -5.437
H 2.785 0.619 -5.360
H 2.836 1.993 -6.554
H 1.565 0.779 -6.529
H -3.375 -5.308 0.027
H -4.502 -5.002 -1.177
H -4.725 -3.731 1.624
H -5.754 -5.041 0.881
H -5.745 -3.360 0.294
H -4.848 -1.289 -2.783
H -5.438 -2.863 -2.438
H -2.931 -2.188 -4.141
H -4.551 -2.791 -4.776
H -3.437 -3.799 -3.859
H -1.168 -5.445 3.407
H 0.338 -5.602 4.241
H 0.020 -6.770 1.467
H 0.070 -7.571 3.100
H 1.480 -6.711 2.482
O -1.076 1.966 2.514
H -1.930 1.460 2.485
H -0.589 1.506 3.212
O -0.305 -0.898 3.448
H -1.278 -1.121 3.403
H 0.253 -1.648 3.336
O 0.729 7.287 -3.746
H 0.440 6.581 -3.114
H 1.042 7.995 -3.163
O 1.253 2.857 5.407
C 2.074 3.642 5.421
O -8.933 4.065 0.578
C -8.962 4.489 1.613
O 0.037 8.478 0.927
S 1.072 7.933 0.047
O 1.632 8.865 -0.922
N 0.487 6.650 -0.752
C 1.030 5.508 -0.443
S 0.747 4.056 -1.200
C 2.063 5.675 0.665
C 2.816 4.727 1.414
C 3.677 5.189 2.406
C 3.827 6.555 2.648
C 3.074 7.502 1.998
C 2.259 7.013 0.969
H 2.703 3.728 1.082
H 4.218 4.494 3.046
H 4.525 6.866 3.369
H 3.207 8.581 2.169
Cl -9.618 -0.680 2.971
C -7.907 -0.689 2.678
C -7.259 -0.120 1.615
C -5.869 -0.040 1.585
C -5.098 -0.598 2.542
C -5.750 -1.328 3.516
C -7.143 -1.324 3.668
C -3.577 -0.456 2.518
O -2.930 -1.094 3.391
O -3.122 0.375 1.700
H -7.848 0.365 0.824
H -5.465 0.426 0.711
H -5.166 -1.795 4.309
H -7.634 -1.848 4.455
```

Multiplicity = 1
ΔE to the lowest compared entry with this formula, charge and spin = 0.00 kcal per mole
Net charge = -2
Energy = -115635.593 eV
LUMO level (alpha / beta) = 0.1291 / 0.1295 hartree
Orbital gap (alpha / beta) = 5.752 / 5.763 eV

Results of the Löwdin charge analysis, in e, for atoms 1 through 6: 1.885, -0.079, -0.202, -0.100, -0.144, -0.200